[1]
{
  "formula": "C5H11NO",
  "method": "ωB97M-V/def2-TZVPD",
  "relative_energy_ev": 3.912,
  "homo_lumo_gap_ev": 8.604,
  "symbols": ["C", "C", "C", "N", "C", "O", "C", "H", "H", "H", "H", "H", "H", "H", "H", "H", "H", "H"],
  "coordinates": [[2.15689, -0.00868, -1.16345], [0.72824, -0.44442, -1.47162], [0.13286, -1.32584, -0.37993], [0.12325, -0.67069, 0.90314], [-0.78996, 0.15348, 1.34566], [-1.78655, 0.44746, 0.50955], [-2.28383, 1.49543, 1.55815], [2.57509, 0.58252, -1.98361], [2.19385, 0.60766, -0.25783], [2.80770, -0.87833, -1.00772], [0.08363, 0.43502, -1.59119], [0.69420, -1.00254, -2.41388], [-0.90853, -1.56854, -0.61299], [0.68980, -2.25843, -0.25991], [0.88101, -0.77462, 1.55974], [-2.24576, 2.39292, 0.96279], [-1.78808, 1.71529, 2.53360], [-3.26380, 1.10232, 1.76949]],
  "lowdin_charge": [-0.116, -0.249, -0.212, -0.012, -0.263, -0.081, -0.060, 0.069, 0.067, 0.073, 0.106, 0.107, 0.117, 0.120, 0.123, 0.069, 0.072, 0.069]
}

[2]
{
  "formula": "C2H5N2O5S2",
  "method": "ωB97M-V/def2-TZVPD",
  "charge": -1,
  "relative_energy_ev": 1.358,
  "homo_lumo_gap_ev": 9.115,
  "symbols": ["C", "C", "N", "N", "O", "O", "O", "O", "O", "S", "S", "H", "H", "H", "H", "H"],
  "coordinates": [[-0.17041, -0.41692, -2.83757], [0.12795, 0.03237, 2.19975], [-1.17368, -0.56795, -3.36339], [1.00015, -0.43683, -2.25336], [-0.50376, 0.92094, -0.34814], [0.28499, 2.50728, 1.48901], [1.76870, 0.98909, 0.47760], [-0.39665, -1.57000, -0.37809], [-2.34909, -0.50804, 0.76244], [0.42543, 1.20946, 0.93334], [-1.52958, -0.64847, -0.47641], [0.96704, -0.26325, 2.81410], [-0.69283, 0.22054, 2.92337], [-0.09629, -0.75088, 1.61924], [1.36998, 0.41883, -1.91809], [0.96804, -1.13616, -1.64380]],
  "lowdin_charge": [-0.479, -0.154, 0.108, 0.129, -0.500, -0.314, -0.338, -0.481, -0.485, 0.506, 0.794, 0.075, 0.092, -0.042, 0.081, 0.007]
}

[3]
{
  "formula": "Br2HOP",
  "method": "ωB97M-V/def2-TZVPD",
  "relative_energy_ev": 1.163,
  "homo_lumo_gap_ev": 8.082,
  "symbols": ["O", "P", "Br", "Br", "H"],
  "coordinates": [[0.26313, 0.45183, 0.47760], [-0.69791, 1.15297, 1.54600], [-2.36144, 2.28144, -0.39558], [0.53860, 2.79410, 2.25262], [1.29640, 0.42151, 0.38460]],
  "lowdin_charge": [-0.520, 0.330, -0.191, 0.241, 0.140]
}

[4]
{
  "formula": "C14H24N2O10",
  "method": "ωB97M-V/def2-TZVPD",
  "relative_energy_ev": 8.611,
  "homo_lumo_gap_ev": 9.711,
  "symbols": ["C", "N", "O", "O", "H", "H", "H", "C", "N", "O", "O", "H", "H", "H", "O", "C", "C", "C", "C", "O", "H", "H", "H", "H", "H", "H", "O", "C", "C", "C", "C", "O", "H", "H", "H", "H", "H", "H", "O", "C", "C", "C", "C", "O", "H", "H", "H", "H", "H", "H"],
  "coordinates": [[0.57126, -5.32973, -4.42404], [1.53829, -4.76599, -3.49330], [1.68131, -5.31633, -2.36502], [2.21035, -3.88208, -3.85687], [0.08399, -6.15372, -3.90277], [1.08178, -5.58636, -5.35226], [-0.13024, -4.54048, -4.69434], [-1.80720, 0.74086, 0.35255], [-0.71230, 0.08064, -0.46251], [-1.05929, -0.44653, -1.51246], [0.46271, 0.28184, -0.10974], [-2.61871, 0.05776, 0.60341], [-2.25719, 1.55356, -0.21766], [-1.43658, 1.17121, 1.28290], [9.55300, 0.11823, -0.34088], [8.36425, -0.00754, -0.44900], [7.50899, 0.71328, -1.46955], [6.15759, -0.00414, -1.29336], [6.20373, -0.47981, 0.16542], [7.61997, -0.77585, 0.38645], [7.59782, 1.77076, -1.22067], [7.93804, 0.67506, -2.47082], [5.32652, 0.67549, -1.48179], [6.05292, -0.87635, -1.93866], [5.84304, 0.35742, 0.76294], [5.54352, -1.32303, 0.36841], [-9.08619, -3.76418, -1.78158], [-7.93665, -3.34584, -2.11169], [-7.63168, -2.21432, -3.11231], [-6.25550, -1.87092, -2.67592], [-5.68891, -3.11923, -2.05271], [-6.83892, -3.78059, -1.52262], [-7.81911, -2.37741, -4.17361], [-8.24926, -1.35712, -2.84415], [-5.60429, -1.64454, -3.52017], [-6.26137, -1.11265, -1.89292], [-5.09149, -3.67805, -2.77305], [-5.05648, -2.81843, -1.21745], [-1.63825, 6.79657, 4.26267], [-0.82067, 6.01565, 4.78295], [-0.22408, 6.08178, 6.15077], [0.37876, 4.68105, 6.31063], [0.55106, 4.22348, 4.93912], [-0.41661, 4.92132, 4.18048], [0.37863, 6.97853, 6.29461], [-1.08218, 6.28893, 6.79019], [1.30695, 4.78163, 6.87317], [-0.28900, 4.04731, 6.89424], [1.54258, 4.41633, 4.52948], [0.51513, 3.14255, 4.80347]],
  "lowdin_charge": [0.030, -0.465, 0.025, 0.100, 0.101, 0.106, 0.103, 0.038, -0.412, 0.050, 0.047, 0.091, 0.097, 0.089, 0.114, -0.497, -0.077, -0.152, -0.138, 0.028, 0.128, 0.124, 0.111, 0.116, 0.119, 0.125, 0.050, -0.429, -0.078, -0.192, -0.157, 0.052, 0.130, 0.125, 0.122, 0.124, 0.128, 0.126, 0.072, -0.484, -0.070, -0.158, -0.188, 0.059, 0.133, 0.129, 0.122, 0.124, 0.131, 0.131]
}

[5]
{
  "formula": "C6H7N",
  "method": "ωB97M-V/def2-TZVPD",
  "charge": -1,
  "relative_energy_ev": 1.102,
  "multiplicity": 2,
  "homo_lumo_gap_ev": [2.965, 7.334],
  "symbols": ["C", "C", "N", "C", "C", "C", "C", "H", "H", "H", "H", "H", "H", "H"],
  "coordinates": [[-0.22473, -1.11062, -0.93154], [0.21179, -2.16316, -0.18153], [0.66026, -1.63190, 1.02293], [0.50078, -0.28551, 1.00198], [-0.07022, 0.08361, -0.18832], [-0.39743, 1.39842, -0.74909], [-0.52394, 2.51211, -0.02781], [-0.68951, -1.25894, -1.89980], [0.35097, -3.22569, -0.26953], [1.05946, -2.19715, 1.76667], [0.68766, 0.37990, 1.82917], [-0.34409, 1.41350, -1.82698], [-0.71110, 3.42857, -0.58710], [-0.50991, 2.65686, 1.04094]],
  "lowdin_charge": [-0.125, -0.201, -0.045, -0.226, -0.314, -0.281, -0.159, 0.079, 0.073, 0.100, 0.054, 0.065, -0.009, -0.010]
}

[6]
{
  "formula": "C24H34N3O6S",
  "method": "ωB97M-V/def2-TZVPD",
  "charge": 1,
  "relative_energy_ev": 1.500,
  "homo_lumo_gap_ev": 7.912,
  "symbols": ["C", "H", "O", "C", "C", "C", "C", "C", "C", "N", "C", "C", "N", "C", "H", "H", "C", "O", "H", "C", "H", "H", "O", "C", "C", "C", "C", "C", "C", "H", "H", "S", "O", "O", "N", "H", "C", "H", "H", "C", "O", "C", "H", "C", "H", "H", "H", "H", "H", "H", "H", "H", "C", "H", "C", "H", "H", "H", "H", "H", "H", "H", "H", "H", "H", "H", "H", "H"],
  "coordinates": [[-0.66927, -2.33870, -2.69358], [-0.56605, -1.52184, -3.40575], [-0.42582, -1.78610, -1.39652], [-0.14225, -2.74088, -0.38749], [-1.05140, -3.76815, -0.18411], [-0.92404, -4.64087, 0.87723], [0.12161, -4.45113, 1.76171], [1.05685, -3.46288, 1.53799], [1.00266, -2.60063, 0.42763], [2.00092, -1.66265, 0.20976], [2.49784, -1.40333, -1.12659], [3.09778, 0.00816, -1.24404], [3.62194, 0.48033, 0.02862], [4.57637, 1.56493, -0.10739], [5.11453, 1.65981, 0.83783], [5.32016, 1.34613, -0.89787], [3.97426, 2.95074, -0.40151], [3.25809, 3.01591, -1.61680], [3.85220, 2.80496, -2.34534], [3.08241, 3.48862, 0.73826], [3.72595, 3.93523, 1.49917], [2.43216, 4.26807, 0.32579], [2.33704, 2.52889, 1.46038], [1.29971, 1.89937, 0.90573], [0.77294, 2.18304, -0.35973], [-0.27056, 1.42902, -0.85525], [-0.80969, 0.42581, -0.07580], [-0.34871, 0.15464, 1.20098], [0.69915, 0.90072, 1.69071], [1.09449, 0.72308, 2.67694], [-0.79918, -0.63735, 1.77644], [-2.10532, -0.53411, -0.79007], [-2.69050, -1.58978, -0.03745], [-2.42204, -0.28504, -2.15606], [-3.52412, 0.78705, -0.13632], [-4.33936, 0.28449, -0.49553], [-3.49236, 2.12150, -0.74070], [-3.45912, 2.01546, -1.82533], [-2.58956, 2.62817, -0.39137], [-4.72664, 2.91839, -0.29834], [-4.78791, 2.99611, 1.10424], [-4.86530, 1.72153, 1.69298], [-4.90804, 1.88370, 2.77029], [-3.63748, 0.87954, 1.32188], [-3.71065, -0.12802, 1.73223], [-2.73484, 1.36586, 1.69984], [-5.78230, 1.20532, 1.36988], [-4.67050, 3.94546, -0.65996], [-5.63773, 2.44585, -0.69635], [-0.65771, 1.59417, -1.84757], [1.20613, 2.95140, -0.97705], [4.82657, 3.64764, -0.46334], [4.18171, -0.63747, 0.76048], [4.67991, -0.26805, 1.65804], [3.07194, -1.59781, 1.19225], [3.53484, -2.58286, 1.35040], [2.63914, -1.25371, 2.13431], [4.93636, -1.17215, 0.15789], [2.33536, 0.71290, -1.57926], [3.89315, -0.02812, -2.01152], [3.26821, -2.15006, -1.37768], [1.69771, -1.49699, -1.85361], [1.86113, -3.37624, 2.24607], [0.22676, -5.08970, 2.62499], [-1.63931, -5.43348, 1.01950], [-1.89111, -3.86215, -0.85220], [-1.67903, -2.74261, -2.77022], [0.05944, -3.12252, -2.90548]],
  "lowdin_charge": [-0.043, 0.103, -0.265, -0.205, -0.032, -0.065, -0.067, -0.012, -0.153, -0.070, -0.104, -0.141, -0.149, -0.126, 0.132, 0.134, -0.315, -0.044, 0.111, -0.102, 0.141, 0.139, -0.009, -0.244, 0.015, -0.047, -0.310, -0.051, 0.035, 0.132, 0.133, 0.826, -0.227, -0.244, -0.134, 0.156, -0.130, 0.133, 0.132, -0.169, -0.109, -0.169, 0.139, -0.130, 0.133, 0.134, 0.136, 0.139, 0.136, 0.129, 0.110, 0.152, -0.153, 0.128, -0.143, 0.127, 0.120, 0.131, 0.097, 0.129, 0.134, 0.110, 0.097, 0.112, 0.110, 0.117, 0.099, 0.119]
}

[7]
{
  "formula": "C6H14N2O2",
  "method": "ωB97M-V/def2-TZVPD",
  "relative_energy_ev": 2.414,
  "homo_lumo_gap_ev": 9.533,
  "symbols": ["C", "N", "C", "C", "O", "H", "H", "H", "H", "H", "H", "H", "C", "N", "C", "C", "O", "H", "H", "H", "H", "H", "H", "H"],
  "coordinates": [[-2.67997, -0.04987, -1.38647], [-1.26781, 0.05728, -1.46676], [-0.54974, 1.20479, -1.63669], [0.88015, 1.04539, -2.07054], [-1.10513, 2.27435, -1.25286], [-3.14906, 0.99762, -1.30333], [-3.13908, -0.34191, -2.27789], [-3.09617, -0.61929, -0.46427], [-0.78938, -0.85300, -1.39765], [0.87643, 1.19708, -3.15859], [1.36414, 2.06085, -1.67670], [1.46740, 0.27142, -1.70917], [1.73624, -2.37447, 1.63330], [1.49058, -0.98653, 1.95414], [0.31442, -0.31686, 1.47164], [0.07407, 1.16345, 1.72485], [-0.53116, -0.84498, 0.81333], [2.75720, -2.60997, 1.41369], [1.69030, -2.95527, 2.54388], [1.03011, -2.77040, 0.79094], [2.36297, -0.34376, 2.03014], [0.32569, 1.43970, 2.79700], [-0.87568, 1.62589, 1.56469], [0.81346, 1.72850, 1.06332]],
  "lowdin_charge": [-0.106, -0.039, -0.525, -0.006, -0.025, 0.107, 0.045, 0.115, 0.135, 0.086, 0.129, 0.043, -0.121, -0.026, -0.512, -0.012, 0.038, 0.060, 0.066, 0.120, 0.170, 0.091, 0.068, 0.098]
}